[1]
DFT (the ωB97M-V functional and the def2-TZVPD basis) results for C27H60F6N6Na2O12S6 as an isolated structure at a distorted geometry.

```
119
Properties=species:S:1:pos:R:3:mulliken_charge:R:1
Na 15.82088 -1.70276 -27.04933 1.05
Na 14.54151 -4.39746 -26.96525 1.03
C 9.09691 -5.35687 -23.62677 -1.47
C 9.70201 -6.17183 -22.48679 -0.31
C 10.99992 -5.56232 -21.96473 -0.26
N 11.76576 -6.32655 -20.93617 0.43
C 10.96620 -6.71239 -19.71716 -0.64
C 10.85725 -5.51071 -18.78341 -0.68
C 12.20508 -4.92233 -18.43875 -1.04
C 12.99028 -4.52945 -19.68715 -0.21
C 13.09289 -5.63999 -20.70328 -0.43
C 12.15892 -7.61674 -21.63762 -1.22
H 9.55951 -5.54740 -24.59936 0.35
H 9.25310 -4.27597 -23.52906 0.33
H 8.02778 -5.55492 -23.67958 0.46
H 9.79557 -7.18553 -22.86629 0.25
H 9.00529 -6.07468 -21.65121 0.33
H 10.78286 -4.55948 -21.59175 0.51
H 11.66914 -5.38281 -22.80997 -0.04
H 10.00079 -7.10212 -20.02568 0.46
H 11.55085 -7.54081 -19.31733 0.49
H 10.15558 -4.81699 -19.26545 0.28
H 10.27178 -5.77523 -17.89937 0.48
H 11.98296 -4.03895 -17.83223 0.44
H 12.70380 -5.56132 -17.70527 0.34
H 12.50256 -3.64448 -20.10906 0.22
H 13.95171 -4.20563 -19.29229 0.33
H 13.48372 -5.47090 -21.69824 0.01
H 13.81640 -6.34433 -20.28370 0.32
H 12.73648 -8.25474 -20.97813 0.47
H 12.54721 -7.35327 -22.61353 0.31
H 11.24237 -8.19234 -21.78086 0.55
C 16.42752 -1.46948 -19.32589 -1.53
C 16.83568 -0.77586 -20.62557 0.34
C 15.93742 0.40865 -20.82516 -1.06
N 16.17996 1.25956 -22.05356 0.26
C 15.20679 2.42927 -22.02113 -0.54
C 15.08138 3.17324 -23.31124 -0.74
C 14.65098 2.22573 -24.41292 -0.86
C 15.71410 1.17438 -24.61210 0.48
C 15.78481 0.40004 -23.29175 -0.59
C 17.60666 1.71805 -22.16094 -0.92
H 16.70583 -0.85238 -18.46508 0.44
H 16.93916 -2.40806 -19.16782 0.39
H 15.33687 -1.54401 -19.33413 0.30
H 16.82307 -1.44477 -21.48426 0.11
H 17.87598 -0.46045 -20.50207 0.31
H 15.95817 1.12672 -19.99891 0.47
H 14.87574 0.16250 -20.90997 0.40
H 14.23667 2.08294 -21.66750 0.40
H 15.59339 3.05720 -21.21378 0.46
H 14.31766 3.95211 -23.32211 0.45
H 15.98401 3.67040 -23.66897 0.29
H 13.69282 1.69956 -24.31246 0.26
H 14.39243 2.85204 -25.27472 0.49
H 15.45273 0.54992 -25.49156 -0.29
H 16.70866 1.52886 -24.88286 0.22
H 14.81604 -0.02550 -23.04669 0.25
H 16.56871 -0.35357 -23.35764 0.02
H 18.26210 0.89706 -22.42808 0.34
H 17.83401 2.10767 -21.17112 0.31
H 17.58874 2.48456 -22.92759 0.50
C 5.08714 -6.59387 -28.21530 -1.43
C 5.55511 -5.32570 -27.49881 -0.16
C 6.25517 -4.32358 -28.40650 -0.61
N 6.47869 -2.95362 -27.82224 -0.06
C 7.43328 -3.00620 -26.62172 -1.05
C 8.80281 -3.53029 -27.00707 0.50
C 9.45961 -2.74985 -28.12157 -0.54
C 8.52023 -2.59248 -29.31872 -0.92
C 7.13645 -2.11578 -28.89666 -0.64
C 5.21130 -2.22620 -27.48537 -0.93
H 5.92359 -7.21495 -28.52900 0.37
H 4.49472 -6.32673 -29.09386 0.35
H 4.41988 -7.13187 -27.54671 0.40
H 6.20619 -5.65041 -26.68283 0.14
H 4.66054 -4.82625 -27.12037 0.29
H 5.57709 -4.18366 -29.25223 0.45
H 7.22755 -4.61348 -28.77704 0.30
H 6.83610 -3.53305 -25.88202 0.59
H 7.50941 -1.94502 -26.36864 0.41
H 8.66768 -4.59740 -27.21436 0.26
H 9.35986 -3.52636 -26.06811 -0.35
H 10.39738 -3.20002 -28.45687 0.33
H 9.82162 -1.78874 -27.73942 0.33
H 8.47921 -3.57395 -29.80202 0.34
H 8.97359 -2.01150 -30.12111 0.50
H 6.46443 -2.09534 -29.75386 0.48
H 7.23663 -1.08726 -28.54957 0.45
H 4.66391 -2.27919 -28.42400 0.40
H 5.38610 -1.17363 -27.27787 0.39
H 4.75758 -2.69421 -26.61891 0.40
N 17.90043 -6.65271 -22.01098 -0.55
S 16.66867 -7.00080 -22.99988 1.07
O 16.66263 -6.52705 -24.35334 -0.58
O 15.44323 -7.19046 -22.27303 -0.51
F 17.06007 -8.51459 -23.27723 -0.32
S 17.86389 -5.10049 -22.18058 1.07
O 16.69370 -4.48513 -21.60062 -0.32
O 18.41470 -4.57219 -23.38140 -0.52
F 18.98456 -4.74501 -21.10027 -0.32
N 14.28018 -2.78081 -25.33521 -0.18
S 12.64033 -2.29992 -25.14092 0.72
O 12.49356 -1.02389 -24.55232 -0.57
O 11.63000 -3.29174 -24.99579 -0.40
F 12.50025 -1.97060 -26.71929 -0.34
S 14.42249 -3.45847 -23.91856 0.82
O 14.12901 -4.85215 -23.92578 -0.59
O 14.24472 -2.65244 -22.76347 -0.33
F 16.00336 -3.36619 -24.03023 -0.19
N 17.78300 -0.58182 -26.51933 -0.22
S 18.97977 -1.14784 -25.66574 0.81
O 18.96245 -0.81482 -24.27730 -0.51
O 20.19510 -1.34469 -26.36363 -0.56
F 18.36932 -2.65180 -25.58316 -0.26
S 18.48740 0.76651 -27.18490 0.96
O 18.82858 0.63778 -28.54697 -0.58
O 19.34796 1.48985 -26.32587 -0.51
F 17.09664 1.55566 -27.19019 -0.24
```

## Properties
Charge: +2
LUMO in eV: -6.448
Strongest force on any atom in eV/A: 7.501
E in hartree: -5608.54573
HOMO level in eV: -12.18
Spin multiplicity: 1

[2]
DFT (the ωB97M-V functional and the def2-TZVPD basis) results for an isolated ion of composition C3H6NO2 and charge -1 at a distorted geometry.

```
12
Properties=species:S:1:pos:R:3:mulliken_charge:R:1
N 1.41269 -1.30883 -0.91319 -0.73
C 0.83386 -0.00082 -0.37432 -0.47
C -0.33261 0.03975 0.64646 -0.69
C -1.35536 1.31345 0.42778 0.53
O -2.15965 1.48422 1.35711 -0.70
O -1.26657 1.80114 -0.74104 -0.72
H 0.63553 -1.48376 -1.44497 0.34
H 1.20373 -1.91036 -0.03704 0.25
H 1.70964 0.61638 0.04332 0.26
H 0.34297 0.35235 -1.18478 0.38
H -0.05539 -0.00012 1.63299 0.35
H -0.96885 -0.90341 0.58767 0.20
```

## Properties
Energy above the lowest of the compared OMol25 structures with the same formula, charge and spin in kJ/mol: 140.8
Charge: -1
LUMO in eV: 4.352
Strongest force on any atom in eV/A: 5.023
Structure (SMILES): NCCC(=O)[O-]
E in hartree: -323.16464
HOMO level in eV: -4.03
Spin multiplicity: 1

[3]
DFT (the ωB97M-V functional and the def2-TZVPD basis) results for C4H3NOS3 as an isolated structure at a distorted geometry.

```
12
Properties=species:S:1:pos:R:3:mulliken_charge:R:1
C 1.86219 -1.10376 -1.13236 0.38
C 0.59478 -0.49863 -0.61682 0.55
C 0.37879 0.81264 -0.54463 -0.51
C -0.69398 1.18996 0.27554 0.05
H 3.01678 -2.69694 -1.45046 0.28
H 1.20871 -2.94518 -1.07918 0.29
H 1.07800 1.42681 -1.06157 0.50
N 2.25051 -2.42734 -0.89213 -0.52
O 2.53867 -0.29605 -1.87365 -0.58
S -1.13802 2.76515 0.99926 -0.29
S -1.74229 0.01149 1.06063 0.01
S -0.50825 -1.45327 0.24854 -0.17
```

## Properties
Energy above the lowest of the compared OMol25 structures with the same formula, charge and spin in kJ/mol: 151.6
LUMO in eV: -1.709
Strongest force on any atom in eV/A: 6.455
E in hartree: -1478.72106
HOMO level in eV: -8.26
Spin multiplicity: 1

[4]
DFT (the ωB97M-V functional and the def2-TZVPD basis) results for a 2-piece molecular cluster, C3H8O2S overall at a distorted geometry.

```
14
Properties=species:S:1:pos:R:3:mulliken_charge:R:1
C 0.68158 0.66490 -1.41095 -1.14
C -0.59004 0.67861 -1.15611 0.30
C -1.47015 -0.45750 -1.46300 -1.05
H 1.37008 1.49217 -1.24142 0.39
H 1.21979 -0.06665 -1.88673 0.27
H -1.02839 1.56106 -0.72941 0.34
H -1.48318 -0.38242 -2.50880 0.31
H -2.36548 -0.28683 -0.91992 0.32
H -1.03660 -1.39751 -1.14844 0.29
O 0.85174 -1.64378 2.72043 -0.31
O 0.18475 -0.31448 2.62567 -0.19
S 1.33459 0.87242 2.44642 0.02
H 0.88213 -1.85441 3.58232 0.31
H 1.44917 1.13440 1.08994 0.14
```

## Properties
Energy above the lowest of the compared OMol25 structures with the same formula, charge and spin in kJ/mol: 528.9
LUMO in eV: 0.471
Strongest force on any atom in eV/A: 6.271
Structure (SMILES): C=CC.OOS
E in hartree: -667.57948
HOMO level in eV: -9.72
Spin multiplicity: 1

[5]
DFT (the ωB97M-V functional and the def2-TZVPD basis) results for one molecule with the formula C2H4N2O at a distorted geometry.

```
9
Properties=species:S:1:pos:R:3:mulliken_charge:R:1
H -0.96004 -2.05232 1.16769 0.23
N -0.81015 -1.60987 0.27402 -0.62
C -0.13398 -0.49569 0.30440 0.46
O 0.42206 0.09349 1.44955 -0.45
C 0.09892 0.58408 -0.87537 0.01
N 0.84406 1.64535 -1.00297 -0.56
H 0.65814 2.19999 -1.82462 0.27
H 0.53272 -0.64116 2.04058 0.30
H -0.65172 0.27613 -1.53328 0.36
```

## Properties
Energy above the lowest of the compared OMol25 structures with the same formula, charge and spin in kJ/mol: 175.2
LUMO in eV: 0.169
Strongest force on any atom in eV/A: 4.018
Structure (SMILES): [H]/N=C(O)/C=N/[H]
E in hartree: -263.29656
HOMO level in eV: -10.37
Spin multiplicity: 1

[6]
DFT (the ωB97M-V functional and the def2-TZVPD basis) results for C47H39F17NO3SbTeTi as an isolated structure at a distorted geometry.

```
110
Properties=species:S:1:pos:R:3:mulliken_charge:R:1
Ti 0.55326 -0.02940 -0.23786 -1.29
C 3.89793 5.24331 -1.12721 -1.69
C 3.68528 3.81138 -0.70533 0.71
C 3.77163 3.42009 0.61212 -1.49
C 3.43674 2.12976 1.00173 -0.62
C 3.01772 1.17377 0.07504 1.10
N 2.43176 -0.07114 0.38760 2.07
C 2.74214 -0.83511 1.51262 1.19
C 3.82380 -0.56359 2.35543 -0.98
C 4.03118 -1.25480 3.53344 -1.27
C 3.22672 -2.32122 3.88607 0.25
C 3.33094 -2.99152 5.22879 -1.62
C 2.28540 -2.73649 2.95911 -0.56
C 2.00546 -2.01905 1.80787 -1.01
C 0.98954 -2.63077 0.81534 2.66
O 0.55586 -1.85145 -0.21525 -0.75
C 1.73216 -3.84582 0.16446 0.37
F 2.11350 -4.80643 1.03093 -0.28
F 2.85020 -3.42831 -0.43504 -0.19
F 0.98477 -4.45969 -0.76840 -0.28
C -0.29758 -3.20306 1.56138 0.30
F -0.39432 -2.90388 2.85729 -0.02
F -1.40364 -2.73681 0.98112 -0.02
F -0.39762 -4.55690 1.49732 -0.42
C 2.98477 1.56317 -1.29245 -1.06
C 3.30250 2.86003 -1.64811 -0.44
C 2.40684 0.55293 -2.30468 2.43
O 1.14503 0.08698 -2.02319 -1.08
C 3.39686 -0.69390 -2.43443 0.52
F 4.25913 -0.82978 -1.41818 -0.27
F 2.71445 -1.82800 -2.53840 -0.25
F 4.18964 -0.62379 -3.53702 -0.35
C 2.26580 1.14100 -3.73741 -0.29
F 3.39148 1.62545 -4.30515 -0.29
F 1.38062 2.14777 -3.76308 -0.16
F 1.80817 0.20444 -4.58693 -0.30
H 4.28458 5.83992 -0.30106 0.38
H 2.94904 5.67996 -1.44721 0.29
H 4.59231 5.30726 -1.96855 0.36
H 4.05584 4.12950 1.38100 0.29
H 3.45183 1.91432 2.05790 0.38
H 4.53218 0.19973 2.07192 0.78
H 4.83262 -0.94646 4.19662 0.27
H 4.24353 -2.69084 5.74547 0.40
H 3.31590 -4.07986 5.13557 0.37
H 2.47937 -2.69276 5.84554 0.25
H 1.73722 -3.64312 3.17158 0.44
H 3.23356 3.18419 -2.67601 0.48
C -1.59076 -0.52083 -5.02074 -1.93
C -1.84468 -0.07782 -3.60268 0.70
C -1.58645 1.23455 -3.22223 -0.48
C -1.83516 1.67580 -1.92943 1.09
C -1.69552 3.12806 -1.56313 -1.70
C -2.35828 0.77238 -1.00124 -0.37
C -2.71248 -0.52033 -1.38317 1.38
C -3.56248 -1.36990 -0.47727 -1.27
C -2.42498 -0.93980 -2.68103 -0.70
H -2.44556 -0.27491 -5.65705 0.40
H -1.42807 -1.59812 -5.06982 0.37
H -0.71039 -0.02208 -5.42635 0.34
H -1.18575 1.92978 -3.95206 0.33
H -2.68776 3.57080 -1.44112 0.43
H -1.15445 3.67128 -2.33971 0.29
H -1.16274 3.24158 -0.61788 0.18
H -2.58902 1.12416 -0.00030 0.09
H -4.60873 -1.07226 -0.58893 0.49
H -3.28864 -1.23197 0.56824 -0.04
H -3.48040 -2.42783 -0.72842 0.35
H -2.68526 -1.94916 -2.98626 0.33
C -5.89759 -3.46511 5.10212 -0.50
C -5.95723 -2.09150 5.30723 -0.81
C -5.04534 -1.24955 4.68195 -0.23
C -4.07115 -1.75387 3.80722 0.38
C -4.02196 -3.13190 3.62137 -0.23
C -4.92230 -3.98144 4.26408 -0.67
Sb -2.33610 -0.42388 3.27012 -2.25
C -3.64365 1.28271 2.90415 0.95
C -3.27417 2.61676 3.07713 -0.57
C -4.14263 3.64286 2.71229 -0.87
C -5.38678 3.36070 2.16742 -0.54
C -5.75323 2.03666 1.96715 -0.81
C -4.88424 1.01108 2.31857 -0.20
C -1.87153 -0.37074 5.39619 1.00
C -2.02086 0.76115 6.19044 -0.37
C -1.72947 0.70143 7.54862 -0.63
C -1.29050 -0.48417 8.12269 -0.49
C -1.15365 -1.61799 7.33185 -0.66
C -1.44509 -1.56110 5.97420 -0.51
H -6.60364 -4.12234 5.59661 0.33
H -6.71368 -1.67512 5.96534 0.36
H -5.08930 -0.18067 4.86364 0.39
H -3.27274 -3.55431 2.95708 0.23
H -4.85584 -5.05403 4.11236 0.40
H -2.29881 2.86514 3.47340 0.44
H -3.82890 4.67103 2.85396 0.39
H -6.05966 4.16297 1.88597 0.34
H -6.71837 1.80002 1.53130 0.39
H -5.18257 -0.01942 2.16144 0.33
H -2.32537 1.69894 5.74168 0.20
H -1.82829 1.59329 8.15871 0.37
H -1.03822 -0.52042 9.17638 0.34
H -0.80348 -2.54499 7.77378 0.38
H -1.31869 -2.44375 5.35499 0.36
F -0.67935 1.59858 3.68143 -0.60
Te 0.74945 1.30562 2.35337 1.68
F 0.49913 1.78485 -0.24324 -0.33
F 1.55220 2.70798 3.72809 -0.61
F -0.27550 2.92722 1.82325 -0.60
F 0.85504 -0.15115 3.75219 -0.64
O -0.49150 0.13376 1.42554 2.29
```

## Properties
Charge: -2
LUMO in eV: 4.272
Strongest force on any atom in eV/A: 5.302
E in hartree: -5150.67408
HOMO level in eV: -2.37
Spin multiplicity: 1

- Look up the strongest force on any atom of the fourth one.
  6.271 eV/A

- Which of these has the highest strongest force on any atom?
  C27H60F6N6Na2O12S6